# 1
This record from the OMol25 dataset describes a cluster of 2 separate species, C2H4O2Si in total at a distorted geometry. The level of theory is ωB97M-V/def2-TZVPD.

```
! wB97M-V def2-TZVPD RIJCOSX def2/J DEFGRID3
* xyz 0 1
O -0.0752 2.0632 0.0660
Si -0.6230 0.6610 0.0637
C -2.0456 -0.5169 0.1220
C -0.8497 -1.1597 -0.0254
H -3.0660 -0.8616 0.2010
H -0.5422 -2.1899 -0.1008
O 2.2771 0.4119 0.1456
H 2.3527 1.3612 0.2763
H 2.5719 0.2308 -0.7485
*
```

Values from the calculation:
* HOMO-LUMO gap: 9.824 eV



# 2
This record from the OMol25 dataset describes a cluster of 2 separate species, C13H28FN2O7PS in total. The level of theory is ωB97M-V/def2-TZVPD.

```
! wB97M-V def2-TZVPD RIJCOSX def2/J DEFGRID3
* xyz 0 1
N -3.7309 2.3011 1.7257
C -2.7259 3.3245 1.7758
C -2.2743 3.9345 0.3843
P -2.7419 5.7121 0.3782
O -4.1716 6.0033 0.1798
O -2.8899 3.1538 -0.6516
C -2.0606 2.1343 -0.9439
O -2.3249 1.1999 -1.6067
O -0.8407 2.3376 -0.3343
C -0.8140 3.7015 -0.0456
F -0.7060 4.3444 -1.3011
C 0.3976 4.1992 0.6978
C 0.7812 3.5266 2.0264
C 1.7074 2.3009 1.8590
S 0.9303 0.7364 2.1981
O -0.4841 0.8758 2.3845
O 1.6724 0.0749 3.2210
O 1.1632 0.0478 0.7946
H -4.5641 2.5964 1.2405
H -3.3880 1.4307 1.3485
H -1.8906 2.9246 2.3207
H -3.1399 4.1424 2.3646
H -2.2687 6.0892 1.6508
H -1.8563 6.3334 -0.5160
H 0.3056 5.2752 0.8129
H 1.2262 4.0463 0.0087
H -0.0685 3.2722 2.6407
H 1.3492 4.2577 2.5961
H 2.1298 2.2777 0.8596
H 2.5424 2.3606 2.5471
H 0.5869 -0.7368 0.7857
C 2.4803 -2.1619 -1.8940
C 2.4897 -3.6612 -1.6473
N 1.4876 -4.0748 -0.6812
C 1.6582 -5.4408 -0.2192
C 1.4909 -6.5773 -1.2357
C 0.1249 -3.6700 -0.9798
C -0.4903 -4.1204 -2.3116
H 2.5955 -1.6188 -0.9548
H 3.3038 -1.8832 -2.5522
H 1.5584 -1.8312 -2.3738
H 3.4672 -3.9391 -1.2449
H 2.3942 -4.1825 -2.6132
H 0.9707 -5.6052 0.6147
H 2.6616 -5.5114 0.2115
H 0.4463 -6.7482 -1.4915
H 1.8743 -7.5067 -0.8106
H 2.0434 -6.3878 -2.1564
H 0.0816 -2.5771 -0.9455
H -0.5114 -4.0044 -0.1566
H 0.2043 -3.9986 -3.1435
H -1.3726 -3.5169 -2.5318
H -0.8099 -5.1607 -2.2846
*
```

Values from the calculation:
* HOMO-LUMO gap: 8.538 eV



# 3
This record from the OMol25 dataset describes the ion C3H6ClN2S with charge +1 at a distorted geometry. The level of theory is ωB97M-V/def2-TZVPD.

```
! wB97M-V def2-TZVPD RIJCOSX def2/J DEFGRID3
* xyz 1 1
C -0.6998 -0.6359 -0.0724
C 0.4825 0.1758 -0.0206
N 0.4033 1.4297 0.4092
N 1.6866 -0.3696 -0.3370
C 2.9483 0.1445 -0.2334
S 4.5265 -1.3475 0.1238
Cl 3.4424 1.7425 -0.0879
H -0.3662 -1.4164 -0.7874
H -1.4540 -0.0422 -0.3823
H -0.8554 -0.9695 0.8908
H -0.4541 1.7172 0.7279
H 1.1658 2.1124 0.4090
H 1.5536 -1.4289 -0.5665
*
```

Values from the calculation:
* HOMO-LUMO gap (spin up / spin down): 8.088 / 6.384 eV



# 4
This record from the OMol25 dataset describes a cluster of 4 separate species, C5H13Cl2N3O6 in total at a distorted geometry. The level of theory is ωB97M-V/def2-TZVPD.

```
! wB97M-V def2-TZVPD RIJCOSX def2/J DEFGRID3
* xyz 0 1
C 5.6800 -2.6138 0.1847
N 4.3484 -1.8891 0.2002
O 3.4068 -2.5734 0.5736
O 4.2346 -0.8661 -0.4080
H 5.6397 -3.2821 1.0449
H 6.4790 -1.8765 0.2626
H 5.7547 -3.1196 -0.7780
C -5.0621 0.6461 -0.1615
N -6.1311 -0.2163 -0.7310
O -6.9681 -0.5683 0.0998
O -6.1920 -0.4449 -1.9388
H -4.3200 -0.0777 0.1755
H -5.3925 1.2866 0.6563
H -4.6555 1.3625 -0.8753
C 0.6552 -1.2221 0.6198
N -0.7947 -1.2300 0.3740
O -1.4314 -0.2513 0.7043
O -1.2917 -2.2887 -0.0549
H 1.0585 -0.2129 0.5363
H 1.1037 -1.6677 -0.2681
H 0.7947 -1.8396 1.5071
Cl 0.2373 3.9661 1.5026
C -0.2300 2.9387 0.2090
C 0.8360 2.7473 -0.8535
Cl 2.3045 2.0657 -0.1259
H -1.1357 3.4285 -0.1487
H -0.5435 1.9997 0.6652
H 1.0883 3.7072 -1.3041
H 0.5270 2.0916 -1.6677
*
```

Values from the calculation:
* HOMO-LUMO gap: 10.388 eV



# 5
This record from the OMol25 dataset describes a structure of composition C38H80BF3N9O9S2Si at a distorted geometry. The level of theory is ωB97M-V/def2-TZVPD.

```
! wB97M-V def2-TZVPD RIJCOSX def2/J DEFGRID3
* xyz 1 3
C 1.7725 5.1218 -2.0015
C 0.8269 4.3419 -2.9333
C 0.8555 2.8322 -2.6394
N 0.3279 2.5865 -1.2767
C -0.5021 1.4045 -1.2459
N 0.3985 0.2765 -1.3689
C 1.3376 0.1997 -0.4186
N 2.6011 0.0263 -0.7567
C 3.1148 0.0172 -2.1362
C 3.6329 -1.3529 -2.5913
C 2.7320 -1.9771 -3.6896
C 1.6695 -2.9010 -3.0475
S 0.3802 -3.4519 -4.1726
O 0.8019 -4.6862 -4.7427
O -0.8403 -3.5002 -3.4317
O 0.2848 -2.3471 -5.3179
N 3.5919 -0.2317 0.1994
C 4.3418 0.9608 0.6650
C 3.7880 2.3236 0.2472
N 0.9559 0.2431 0.8892
C -0.2844 1.0524 1.2740
B 0.3667 2.3941 1.8987
N 0.3580 3.7455 1.2924
O 1.0484 2.2430 3.0979
N -0.9308 0.2773 2.3634
C -0.1709 -0.7692 3.0403
C -1.7778 0.9723 3.2859
C -1.3405 1.4481 4.6828
O -2.9468 1.1179 3.0290
C -1.2774 1.1832 0.1063
Si -2.7009 2.5157 0.0944
C -4.4583 1.8238 0.1416
C -2.7445 3.5463 -1.5041
C -2.7226 3.8150 1.4639
S -2.0355 -0.5279 -0.0606
O -1.0882 -1.5916 0.1849
O -3.1764 -0.7109 0.7827
C -2.5559 -0.8469 -1.8132
F -1.5003 -1.3454 -2.4690
F -3.0859 0.1986 -2.4633
F -3.4707 -1.7978 -1.7624
H 1.6064 4.8394 -0.9585
H 2.8142 4.9242 -2.2601
H 1.5900 6.1950 -2.0586
H 1.2127 4.4942 -3.9446
H -0.1814 4.7539 -2.8603
H 0.2558 2.3318 -3.4081
H 1.9145 2.5621 -2.6961
H -0.1348 3.4400 -0.9924
H -1.1699 1.3814 -2.1115
H 0.5309 -0.1710 -2.2613
H 3.9829 0.6801 -2.0988
H 2.4309 0.4461 -2.8634
H 4.6360 -1.2674 -3.0098
H 3.7211 -2.0435 -1.7516
H 3.3898 -2.5781 -4.3194
H 2.2734 -1.2086 -4.3140
H 1.2413 -2.3535 -2.2012
H 2.2087 -3.7475 -2.6260
H 0.3251 -1.4398 -4.9620
H 3.2236 -0.8016 0.9478
H 4.4568 0.8740 1.7493
H 5.3601 0.8869 0.2737
H 2.7032 2.4265 0.3030
H 4.0626 2.5316 -0.7895
H 4.3093 3.0854 0.8302
H 1.7501 0.5390 1.4472
H 1.2935 4.0771 1.0817
H -0.0604 4.3965 1.9519
H 1.8889 2.7102 3.0134
H -0.0537 -1.6700 2.4419
H 0.7821 -0.4407 3.4744
H -0.7672 -1.0805 3.9028
H -1.0787 2.5056 4.5564
H -0.4433 0.9599 5.0591
H -2.1832 1.4031 5.3627
H -4.6539 1.2361 1.0352
H -4.7691 1.3316 -0.7802
H -5.0781 2.7247 0.2242
H -2.0070 4.3511 -1.5128
H -2.7229 2.9405 -2.4130
H -3.7218 4.0369 -1.4904
H -3.7230 4.2265 1.6020
H -2.3554 3.4999 2.4422
H -2.1034 4.6562 1.1342
C -2.4439 -3.2614 9.1851
C -1.7939 -3.1182 7.7847
C -1.5775 -4.5001 7.1559
C -0.3800 -5.2691 7.7102
C 0.8742 -4.3996 7.7007
C 0.6730 -3.0703 8.4276
N -0.5199 -2.3404 7.8999
O -0.2280 -1.8216 6.7476
C 0.5352 -3.3321 9.9383
C 1.9288 -2.2132 8.2940
C -2.8182 -2.3677 6.9345
H -2.0906 -2.4907 9.8695
H -3.5255 -3.1463 9.1300
H -2.2578 -4.2347 9.6391
H -1.4364 -4.3847 6.0760
H -2.4841 -5.0950 7.2832
H -0.5895 -5.6310 8.7201
H -0.2080 -6.1585 7.1012
H 1.7031 -4.9420 8.1602
H 1.1690 -4.2116 6.6628
H 0.3315 -2.4054 10.4767
H 1.4669 -3.7437 10.3266
H -0.2411 -4.0479 10.1935
H 2.2019 -2.0357 7.2547
H 2.7692 -2.7208 8.7668
H 1.7988 -1.2482 8.7864
H -2.9841 -1.3580 7.3153
H -3.7682 -2.8996 6.9582
H -2.5178 -2.2963 5.8898
C -0.0780 2.3775 -7.1195
C 0.7401 1.1537 -6.6326
C 1.2614 0.3508 -7.8322
C 0.2138 -0.5281 -8.5150
C -0.5234 -1.3885 -7.4935
C -1.1349 -0.5618 -6.3629
N -0.1037 0.3209 -5.7180
O 0.6682 -0.3912 -4.9431
C -2.3078 0.2673 -6.9161
C -1.7512 -1.4803 -5.3238
C 1.9455 1.7360 -5.8955
H -0.9048 2.6009 -6.4446
H 0.5390 3.2745 -7.1518
H -0.4822 2.2420 -8.1218
H 2.0830 -0.2936 -7.5023
H 1.6885 1.0412 -8.5620
H -0.4910 0.0848 -9.0825
H 0.7058 -1.1739 -9.2437
H -1.3101 -1.9609 -7.9870
H 0.1747 -2.1234 -7.0786
H -2.7272 0.9149 -6.1436
H -3.0992 -0.4007 -7.2538
H -2.0491 0.8864 -7.7705
H -1.0258 -2.1839 -4.9240
H -2.5591 -2.0745 -5.7493
H -2.1626 -0.9013 -4.5118
H 1.6366 2.2899 -5.0077
H 2.4757 2.4220 -6.5540
H 2.6572 0.9683 -5.5931
*
```

Values from the calculation:
* HOMO-LUMO gap (spin up / spin down): 7.715 / 7.077 eV
* ⟨S²⟩: 2.008



# 6
This record from the OMol25 dataset describes a structure of composition C24H18N4O3Rh at a distorted geometry. The level of theory is ωB97M-V/def2-TZVPD.

```
! wB97M-V def2-TZVPD RIJCOSX def2/J DEFGRID3
* xyz 1 1
Rh -0.3270 -0.3502 0.7089
O 2.8454 2.5877 -0.7435
C 2.0104 3.6553 -0.7013
C 2.5912 4.9099 -0.8637
C 1.8081 6.0427 -0.8304
C 0.4308 5.9585 -0.6207
C -0.1475 4.7225 -0.4613
C 0.6248 3.5486 -0.5045
C -0.0240 2.2421 -0.3540
O 0.7045 1.1632 -0.3243
N -1.3284 2.1814 -0.2973
N -1.7339 0.8896 -0.0620
C -2.9099 0.5540 -0.5163
C -3.5543 -0.6728 -0.2537
C -4.7668 -0.9809 -0.9205
C -5.4319 -2.1393 -0.6487
C -4.9036 -3.0377 0.3132
C -3.7320 -2.7715 0.9662
C -3.0231 -1.5814 0.6904
O -1.9201 -1.3485 1.3358
H 2.2980 1.7856 -0.6637
H 3.6609 4.9651 -1.0140
H 2.2706 7.0107 -0.9773
H -0.1729 6.8544 -0.5859
H -1.2108 4.6277 -0.2924
H -3.4101 1.2970 -1.1352
H -5.1547 -0.2820 -1.6520
H -6.3589 -2.3682 -1.1553
H -5.4360 -3.9545 0.5333
H -3.3217 -3.4435 1.7085
C 3.7764 0.5787 1.6984
C 4.4455 -0.3910 0.9750
C 3.7320 -1.4641 0.4590
C 2.3727 -1.5177 0.6810
N 1.7188 -0.5633 1.3575
C 2.4079 0.4611 1.8607
C 1.5059 -2.5922 0.1817
C 1.9034 -3.9129 0.1384
C 0.9880 -4.8724 -0.2645
C -0.2859 -4.4746 -0.6233
C -0.6096 -3.1335 -0.5537
N 0.2638 -2.2057 -0.1587
H 4.2905 1.4355 2.1091
H 5.5108 -0.3123 0.8043
H 4.2175 -2.2324 -0.1266
H 1.8399 1.2040 2.4048
H 2.9030 -4.1852 0.4461
H 1.2649 -5.9181 -0.2827
H -1.0307 -5.1879 -0.9468
H -1.5919 -2.7814 -0.8383
*
```

Values from the calculation:
* HOMO-LUMO gap (spin up / spin down): 5.387 / 5.430 eV